Molecular formula: C52H79BCsN8P2S3
Method: DFT, the ωB97M-V functional and the def2-TZVPD basis

Geometry (Å):
C 3.713435 -5.596634 0.121530
H -5.694963 -0.054641 -0.171069
C -0.935146 -4.684243 3.600707
Cs -0.993172 1.323548 -0.076821
C -0.304479 -2.852575 -0.221763
C -0.699511 -4.082156 2.226353
H 6.926514 -0.604128 2.160418
H -5.891961 4.853031 3.357053
H -5.813208 5.080093 0.891093
C -3.999562 3.828624 3.450091
H 5.557238 -1.734003 2.080653
C 3.967367 -3.328954 -0.911215
H 5.349494 1.983139 2.325000
C 0.698971 5.574822 -1.127693
H -6.499295 1.480856 -7.481487
C -2.705774 1.876298 -4.603387
C 0.252266 4.839324 2.078419
C -1.213223 2.910216 -6.330635
C -1.492532 5.117452 -2.850792
C -6.321912 -0.100625 -2.797549
H -0.800598 -6.641025 4.518987
H -3.919903 4.196735 -0.376372
H -5.962508 3.114253 -7.877430
C 0.628513 1.095615 5.158102
C 1.826046 5.030434 -0.238259
H -0.934171 5.717143 -3.575572
H -1.266487 3.244846 -7.366992
C -2.567019 2.457908 -5.841744
C 4.601019 -0.016393 -2.677642
C 4.525036 -2.348134 -1.783174
H -0.207509 -4.487763 5.613707
H 5.509170 -0.240046 1.153478
P 1.175016 3.746275 0.930830
H -6.997809 2.834122 -6.472447
H -0.705749 5.106891 1.632326
C -3.902819 4.086430 0.709467
N 0.199256 -3.164774 2.127016
C 2.875292 0.537088 4.240371
C -0.699975 -6.199020 3.525563
H 3.795250 0.352370 -3.314912
H 2.645019 -5.620456 -0.093379
C 0.012425 -4.070623 4.628714
N 3.181049 -0.679355 2.232164
H -2.132587 4.410463 -3.382036
H 6.545976 -4.222652 -1.321099
H 0.831817 5.730922 2.337703
N 3.008206 -3.024937 -0.098571
C 1.525032 0.446592 4.154907
H -2.531097 -3.325014 4.147384
C -2.134289 -4.233860 -1.296023
C -2.903971 -1.548448 0.961786
H -2.595144 -4.888319 4.977147
N 0.393835 -2.575410 0.919448
C 5.638494 1.513209 3.264715
H -6.078091 1.400026 -4.628017
H 0.069245 6.259384 -0.552810
H -1.417940 -6.688895 2.865808
C -2.808578 3.439695 1.315507
H 6.723640 1.585986 3.367730
H 5.312481 -0.098048 5.468527
C 5.211527 0.041077 3.286371
C 4.244051 -5.365655 -2.306585
C -4.943946 2.233736 -6.190364
H 5.183253 2.080973 4.077566
C -5.103134 0.631204 -0.782344
C 3.693369 -0.046142 3.227367
H 5.406926 -0.407419 -3.297683
H -6.292726 -0.559214 -3.786132
C -5.080687 1.644264 -4.948288
H 1.588518 2.931703 -2.396966
C -2.381863 -4.399312 4.024305
C -1.291568 -3.903990 -0.109677
N 1.822889 -0.816726 2.140210
H -4.918299 -2.016379 -1.537734
H 4.955663 0.842095 -2.106164
C 4.076421 -1.071659 -1.762144
H -2.127557 2.834845 3.278631
H 5.300887 -2.631195 -2.483995
C -6.167292 2.429908 -7.053623
C -2.920813 3.332869 2.715212
H -2.719305 -3.356842 -1.582300
C 5.692016 -0.616349 4.587094
H 6.334409 -5.792780 -0.543248
H -1.839957 1.715952 -3.969405
C -4.994950 4.591553 1.414728
H 1.188634 4.178152 -3.608283
N -3.916056 0.890613 -2.859330
S -0.717573 -0.358789 2.843854
H -2.805670 -5.061786 -1.069094
H 3.386726 2.841514 1.356831
H 4.798019 -4.823380 -3.074218
H 1.096117 6.128087 -1.985558
H -0.833832 3.739225 -5.729927
H -4.147696 0.808916 -0.291940
H 6.783008 -0.597540 4.631870
H 1.213250 1.518336 5.974750
H 3.836062 -5.184834 1.123316
C -4.288400 -1.336343 -2.119822
C -1.470453 -4.495290 1.093348
H -4.168016 -1.740706 -3.127665
H 4.099682 -6.617833 0.108641
C -5.047111 4.465215 2.797455
H 3.329108 1.076215 5.062442
C 5.962778 -4.766865 -0.576875
C 0.932328 -0.256416 3.042439
H 0.043891 1.885881 4.681477
H 0.303793 -6.413703 3.154586
H -4.028003 3.720455 4.532152
H -3.594711 3.099647 -7.628528
C 2.705338 3.475751 1.925253
C 5.839012 -0.680417 2.095235
C 0.774279 3.432762 -2.922525
H -3.101146 -4.763801 3.289475
H 1.052600 -4.282287 4.380837
C -3.960286 1.414851 -4.079794
S 2.355184 0.786546 -0.681767
C -4.914414 0.068622 -2.198726
C -3.693495 2.638957 -6.652259
C 4.465154 -4.763095 -0.913380
H 2.309543 5.831340 0.330991
P -0.388776 4.193599 -1.707180
N 2.554515 -1.758120 -0.083557
H 2.442750 2.943396 2.841003
H 3.208096 4.410697 2.189771
H -1.511920 -4.483315 -2.155862
B 1.474214 -1.592024 0.947567
H -4.321362 -1.769899 2.571736
H 4.579383 -6.404461 -2.321397
H -3.302947 -1.281089 -1.658497
H -2.137067 5.771486 -2.261384
H 0.240902 2.679157 -3.502442
H -0.103616 -2.987354 4.665404
H -6.850765 0.851368 -2.855528
H 2.595463 4.553012 -0.852216
H 5.364408 -1.656271 4.637033
H 3.186099 -5.340385 -2.571317
H 6.140194 -4.304687 0.395882
H -0.095597 0.380650 5.548976
S -0.047422 -1.980385 -1.612774
H -0.481386 2.102833 -6.272117
H -5.614938 1.594201 -0.823272
H -2.236713 -5.252175 1.209416
H -6.897705 -0.758547 -2.142740
H 0.016139 4.282257 2.986032
C 3.026002 -0.735467 -0.833406
N -3.709550 -1.705622 1.786904

Forces on the atoms, in the same order (eV/Å):
C -0.01 0.00 -0.01
H -0.08 -0.04 0.15
C 0.07 -0.09 -0.01
Cs -0.93 -0.44 -0.45
C 0.08 0.19 -0.47
C 0.09 0.13 0.07
H 0.00 0.00 -0.01
H 0.00 0.00 0.00
H 0.01 -0.01 -0.02
C 0.06 -0.05 0.05
H 0.02 -0.01 0.00
C -0.06 -0.01 0.01
H -0.01 0.02 -0.01
C 0.04 -0.08 0.10
H -0.02 -0.02 -0.02
C 0.09 0.13 -0.26
C 0.04 -0.01 -0.03
C -0.05 -0.02 0.04
C 0.06 -0.02 0.07
C 0.03 -0.01 0.00
H -0.02 0.00 -0.01
H -0.01 -0.01 0.01
H 0.01 0.03 -0.03
C 0.01 0.01 0.00
C -0.10 -0.04 -0.08
H 0.01 -0.01 0.01
H 0.01 0.01 -0.04
C -0.11 -0.04 0.12
C -0.02 -0.01 0.02
C -0.04 0.04 -0.02
H 0.01 0.00 0.01
H 0.01 0.01 -0.01
P 0.35 0.31 0.35
H -0.03 0.01 0.02
H -0.01 -0.02 0.00
C -0.04 0.05 0.07
N -0.03 -0.04 0.10
C -0.56 0.00 0.02
C -0.02 0.02 0.01
H 0.00 0.01 0.00
H 0.00 -0.01 0.00
C 0.00 -0.01 0.00
N -0.01 -0.01 0.04
H 0.00 -0.04 -0.02
H 0.02 0.00 -0.01
H 0.01 0.00 0.00
N -0.09 -0.03 0.03
C 0.46 0.23 0.41
H -0.01 0.01 -0.01
C 0.06 0.01 0.04
C -0.17 -0.01 0.00
H 0.01 0.00 0.00
N -0.06 0.08 0.19
C -0.02 0.00 -0.01
H -0.07 -0.04 0.01
H 0.00 -0.01 0.00
H 0.00 -0.01 -0.01
C 0.24 -0.14 0.05
H -0.02 -0.01 0.01
H -0.01 0.01 0.03
C 0.03 -0.03 0.00
C -0.01 0.02 0.01
C 0.14 0.01 0.05
H 0.01 0.02 0.02
C -0.05 -0.06 -0.11
C 0.14 -0.16 -0.21
H -0.01 0.00 0.00
H 0.01 0.05 -0.04
C 0.00 0.03 -0.09
H 0.03 0.00 -0.01
C 0.01 0.04 -0.01
C -0.23 -0.35 0.06
N 0.05 0.20 0.31
H -0.05 -0.17 0.09
H 0.01 0.01 0.01
C 0.09 0.00 -0.04
H 0.04 -0.04 0.08
H 0.01 -0.01 0.02
C 0.06 -0.02 0.02
C -0.25 0.18 -0.07
H 0.01 -0.03 0.01
C -0.02 -0.02 -0.02
H 0.00 0.00 -0.01
H 0.06 -0.03 0.03
C 0.03 -0.02 -0.06
H 0.00 -0.01 -0.01
N 0.12 0.02 -0.09
S 0.62 0.13 0.33
H 0.01 0.01 -0.01
H 0.04 0.00 -0.02
H 0.01 0.00 -0.02
H 0.01 0.02 0.04
H 0.04 0.06 0.03
H 0.09 -0.04 -0.01
H -0.02 0.01 0.00
H -0.01 0.00 -0.01
H 0.01 -0.02 0.01
C -0.19 0.00 0.08
C 0.05 0.13 -0.26
H -0.01 0.01 -0.03
H -0.01 0.00 0.00
C -0.03 0.02 0.05
H 0.01 0.00 -0.01
C -0.03 0.00 0.00
C -0.56 -0.28 -0.45
H -0.01 -0.01 0.00
H 0.02 -0.01 0.01
H 0.00 -0.02 0.03
H 0.01 0.03 -0.07
C 0.01 0.09 -0.02
C -0.02 0.00 -0.01
C -0.04 0.08 0.03
H -0.02 -0.02 0.00
H 0.02 -0.01 0.01
C -0.10 -0.18 0.60
S 0.20 -0.26 0.08
C 0.32 0.27 -0.13
C -0.04 0.11 -0.27
C 0.04 -0.02 0.03
H 0.02 0.00 0.00
P -0.10 0.36 -0.56
N 0.07 -0.01 0.06
H 0.00 0.00 0.03
H 0.01 0.00 0.03
H 0.02 0.00 -0.01
B 0.44 -0.15 -0.29
H -0.08 0.10 -0.09
H 0.01 0.00 0.00
H 0.02 0.11 -0.01
H -0.01 0.00 0.01
H -0.02 -0.02 -0.04
H -0.02 0.01 0.02
H 0.00 -0.02 0.00
H 0.00 -0.01 -0.01
H 0.01 -0.02 0.01
H -0.01 -0.01 -0.01
H 0.01 -0.01 0.02
H 0.01 -0.01 0.00
S -0.17 -0.15 0.23
H 0.05 -0.03 0.01
H 0.00 0.01 -0.02
H 0.03 0.00 0.01
H -0.08 -0.06 0.05
H -0.03 0.00 0.01
C -0.03 0.19 0.01
N 0.05 -0.03 0.12

Summary:
Charge: -1
Molar mass: 1118.13 g/mol
Maximum force: 0.0219 Eh/bohr
LUMO energy: 0.53 eV
Calculated total energy: -119434.59046 eV
Relative energy (zero: lowest compared OMol25 entry of this formula, charge and spin): 69.0 kcal/mol